Entry 1:
87
Properties=species:S:1:pos:R:3:forces:R:3:lowdin_charge:R:1 method="wB97M-V/def2-TZVPD" spin_multiplicity=1 gap_ev=5.45 total_charge=-1 e_homo_ev=-3.19
C 0.07387 1.91411 2.14492 0.0746 -0.5064 0.9973 -0.146
C -0.46141 1.24788 3.20783 -0.7214 0.9970 0.0060 -0.330
P -2.15523 0.26566 3.06232 -0.4893 1.2913 0.2056 0.438
C -2.39912 0.26828 4.98678 -0.3286 0.1101 0.1121 -0.364
C -3.77934 -0.21249 5.45830 0.0940 0.3256 0.6302 -0.304
C -4.49025 0.80524 6.37458 0.2111 -0.0666 -0.3247 -0.288
C -5.00530 2.02513 5.58717 0.1556 -0.0945 0.2606 -0.125
C -0.96800 -1.28230 3.03311 0.2404 -0.2221 -0.1987 -0.343
C -1.71309 -2.57938 2.68069 0.5981 -0.1451 -0.1348 -0.255
C -1.35777 -3.00061 1.24818 -0.1395 0.2796 0.0451 -0.132
C -2.23245 -4.10570 0.71029 -0.3033 -0.7532 0.5752 -0.471
O -2.77153 -4.91017 1.43084 0.2566 0.2052 -0.3847 0.105
O -2.37643 -4.27740 -0.64009 0.0317 0.5219 -0.2786 -0.019
C -2.16882 -3.09180 -1.43493 0.1389 0.3653 0.4497 -0.250
C -2.75264 -3.21367 -2.82480 0.0057 0.0731 0.2219 -0.061
H -0.46054 2.78511 1.76621 -0.6533 -1.0105 -1.3927 0.025
H 1.01578 1.58855 1.69487 0.7380 1.2265 0.7111 0.018
H 0.02572 1.16441 4.18481 0.9501 -1.5848 -0.6035 0.047
H -3.35957 -0.55407 2.86697 0.0801 -0.1407 0.1142 -0.043
H -2.03049 0.34931 1.59120 0.0960 -0.0770 -0.0499 -0.041
H -3.01646 1.47516 3.01065 -0.1005 -0.0865 0.0168 -0.036
H -1.62514 -0.28852 5.52440 0.0832 -0.0324 -0.1229 0.057
H -2.28439 1.31722 5.28526 0.0836 0.0356 -0.1504 0.056
H -4.44458 -0.40726 4.61037 0.0904 -0.2011 -0.0533 0.072
H -3.65983 -1.12606 6.04990 -0.1280 -0.1996 -0.2976 0.090
H -3.75643 1.12970 7.11796 -0.1618 0.0031 0.1717 0.090
H -5.30577 0.31027 6.91102 -0.0489 0.0517 -0.0431 0.085
H -5.03103 1.79159 4.52224 -0.0913 0.0848 -0.0158 0.055
H -5.99965 2.33484 5.91718 0.0100 0.0101 -0.0362 0.053
H -4.33429 2.87541 5.71611 -0.0343 0.0434 -0.1178 0.060
H -0.22554 -1.08036 2.25327 -0.0342 0.0523 0.0065 0.053
H -0.38235 -1.41056 3.94646 -0.1954 0.0662 0.1210 0.058
H -2.79768 -2.46340 2.72995 -0.0121 0.0508 0.1797 0.081
H -1.41022 -3.37629 3.36258 -0.2774 -0.0717 0.0119 0.102
H -1.38249 -2.09679 0.64347 -0.0629 -0.0733 -0.1163 0.091
H -0.32182 -3.35839 1.20298 -0.0175 -0.0473 -0.0322 0.135
H -1.10257 -2.85059 -1.43723 0.0033 -0.0536 -0.2520 0.107
H -2.65433 -2.25985 -0.92188 -0.1002 -0.0161 -0.0921 0.121
H -2.07552 -3.68706 -3.53431 -0.1282 -0.2324 0.0315 0.054
H -2.95753 -2.20294 -3.18302 0.0675 -0.0317 -0.0810 0.078
H -3.70938 -3.73180 -2.76791 0.0657 -0.1421 -0.1353 0.082
C 0.32755 5.66277 -4.14815 0.0289 0.0721 0.0191 -0.122
O 0.42775 6.28659 -2.89185 0.0522 -0.1385 0.0531 -0.199
C -0.73822 6.09194 -2.10657 0.1028 0.1801 -0.0940 -0.205
C -0.45769 6.35306 -0.64397 -0.0935 -0.0422 0.0963 -0.187
O 0.17034 5.27337 0.02007 0.0046 0.0319 -0.0304 -0.126
C 1.55188 5.07465 -0.22790 -0.0566 -0.1247 0.0846 -0.178
C 2.43945 6.08465 0.46200 0.1458 0.0692 -0.2056 -0.201
O 2.50292 7.29803 -0.27505 -0.1448 0.0352 0.0570 -0.200
C 3.01231 8.35463 0.49896 0.0123 -0.0237 -0.0871 -0.125
H -0.52245 6.05333 -4.72203 -0.0109 -0.0419 -0.0163 0.085
H 1.24623 5.87013 -4.69430 0.0009 0.0236 0.0033 0.085
H 0.21819 4.57706 -4.04180 -0.0557 0.0020 -0.0296 0.089
H -1.10640 5.06573 -2.22211 -0.0295 -0.0006 0.0267 0.131
H -1.51286 6.79099 -2.45423 -0.0920 -0.0915 0.0207 0.125
H -1.42191 6.46588 -0.14356 0.0011 -0.0140 0.0090 0.129
H 0.09871 7.28463 -0.51337 0.0625 -0.0080 -0.1290 0.122
H 1.76053 5.03206 -1.29933 0.0677 0.1443 -0.0034 0.123
H 1.77552 4.09439 0.19706 -0.0563 -0.0007 0.0317 0.124
H 3.45592 5.67439 0.54348 -0.0255 -0.0393 0.1228 0.127
H 2.05009 6.27567 1.46898 0.0064 -0.0536 0.0232 0.131
H 2.36351 8.56325 1.35844 0.0527 -0.0119 0.0423 0.088
H 3.05047 9.23996 -0.13380 0.0116 -0.0078 -0.0159 0.084
H 4.02438 8.13313 0.86074 -0.0098 0.0201 0.0480 0.085
C 0.38113 -6.09717 -2.40255 0.0468 -0.0177 -0.0269 -0.097
O 1.39423 -5.53749 -3.21169 0.1276 -0.0024 0.1770 -0.196
C 1.19729 -4.15108 -3.41613 -0.0152 -0.2596 -0.1599 -0.208
C 2.47847 -3.48980 -3.86928 -0.0495 0.1404 -0.0355 -0.181
O 3.38280 -3.21029 -2.81281 0.0350 -0.0175 -0.0414 -0.123
C 4.11528 -4.30509 -2.28942 0.0153 0.0651 0.1142 -0.183
C 5.25011 -4.76375 -3.17721 -0.0595 -0.2054 -0.0290 -0.209
O 4.77471 -5.60694 -4.21266 -0.0538 0.1349 -0.0827 -0.196
C 5.71787 -5.75887 -5.24429 -0.0518 -0.0630 0.0400 -0.121
H -0.60899 -5.95476 -2.84979 -0.0301 0.0062 0.0712 0.086
H 0.58211 -7.16262 -2.31037 0.0009 -0.0083 -0.0495 0.087
H 0.39114 -5.65219 -1.40149 -0.1116 0.0335 -0.0126 0.090
H 0.85099 -3.67408 -2.49133 -0.0004 0.0430 -0.0153 0.120
H 0.42823 -4.02701 -4.19285 -0.0312 0.1824 0.0597 0.124
H 2.21701 -2.51300 -4.28175 0.0145 0.0126 0.0168 0.127
H 2.95684 -4.07204 -4.66034 -0.0419 -0.1116 0.0477 0.122
H 3.45844 -5.14031 -2.03738 0.0245 -0.0613 -0.1105 0.125
H 4.55432 -3.93133 -1.36232 -0.0126 0.0181 0.0014 0.128
H 5.97528 -5.32603 -2.57136 0.0659 0.0982 0.0120 0.126
H 5.75033 -3.88617 -3.60603 0.0199 0.0203 0.0412 0.128
H 5.93612 -4.79695 -5.72417 0.0635 -0.0064 0.0165 0.087
H 5.29032 -6.43102 -5.98591 -0.0059 -0.0169 0.0127 0.086
H 6.65329 -6.19273 -4.86929 0.0280 0.0308 -0.0280 0.086



Entry 2:
14
Properties=species:S:1:pos:R:3:forces:R:3:lowdin_charge:R:1 method="wB97M-V/def2-TZVPD" spin_multiplicity=1 de_lowest_kj_mol=239.96 smiles="O=C[C@]1(CO)CN1" gap_ev=10.68 e_homo_ev=-10.08
O 1.17769 0.72332 2.27041 -0.4322 -0.2818 -0.3852 0.084
C 0.31881 0.12664 1.66940 0.2298 0.2552 0.1076 -0.201
C 0.14130 0.06342 0.17850 0.1027 -0.0989 -0.0451 -0.420
C 0.22603 -1.32962 -0.44678 0.2306 -0.0356 0.2896 -0.207
O -0.51761 -1.40807 -1.63112 -0.1838 0.0342 -0.0132 -0.058
C 0.32955 1.24811 -0.67045 0.1901 0.1645 -0.0534 -0.069
N -1.03037 0.81569 -0.28735 -0.2100 0.2022 0.0135 0.056
H -0.50216 -0.40839 2.19523 0.2111 -0.0471 0.1612 0.137
H -0.10733 -2.07480 0.29564 -0.0140 0.0785 -0.1170 0.121
H 1.27003 -1.55261 -0.69416 -0.1393 0.0121 0.0807 0.133
H -1.31307 -0.86627 -1.48649 0.1689 -0.0385 -0.0844 0.082
H 0.59009 1.08147 -1.71506 -0.1743 0.0609 0.2073 0.117
H 0.69833 2.17274 -0.23426 0.0293 -0.2304 0.0183 0.116
H -1.38168 1.41586 0.45880 -0.0089 -0.0754 -0.1799 0.106



Entry 3:
13
Properties=species:S:1:pos:R:3:forces:R:3:lowdin_charge:R:1 method="wB97M-V/def2-TZVPD" spin_multiplicity=1 de_lowest_kj_mol=274.20 gap_ev=6.35 total_charge=-1 e_homo_ev=-2.88
C 0.14467 -0.39044 1.26143 1.5966 -0.2350 -1.3646 -0.590
C 0.87722 0.43421 0.37309 1.5939 -0.7908 -1.3896 -0.254
C -0.27157 -0.41648 -1.53040 1.0664 -0.9190 -0.0277 -0.702
O 0.44137 -1.80474 1.19845 -0.1465 2.4059 1.1393 -0.010
O -0.76870 0.09337 1.92235 -0.5899 -0.1509 0.9023 -0.027
O 0.70642 1.84023 0.49419 -1.7649 -1.2003 1.7573 -0.137
O -0.09947 -1.62695 -1.30966 -1.0337 0.8968 -1.0695 -0.169
S -1.81016 0.51598 -1.19819 0.4536 0.5371 0.6865 0.657
H 1.80295 0.12274 -0.18834 -1.1121 0.4055 1.0356 0.122
H 0.28343 0.07726 -2.40034 -0.1759 -0.2878 1.2817 0.083
H 0.00296 1.79580 1.23803 1.2354 0.5309 -1.1465 0.099
H -0.18788 -2.07571 0.53182 -0.3613 -0.5900 -0.9449 0.042
H -1.12125 1.43473 -0.39244 -0.7616 -0.6026 -0.8599 -0.114